# 1
The following is a DFT calculation (wB97M-V/def2-TZVPD) of a 4-piece molecular cluster, C2H10NO5 overall.

The geometry in XYZ format:
```
18
Properties=species:S:1:pos:R:3:forces:R:3:nbo_charge:R:1
O -1.435 2.899 1.042 1.09 1.74 0.11 -0.995
O 0.825 1.084 0.794 -0.36 -1.26 -0.64 -0.831
O 0.808 -1.127 0.009 0.73 1.60 0.59 -0.828
O 0.693 -2.458 -2.449 -0.03 -2.42 -3.94 -0.961
O 3.362 0.583 1.093 0.26 -2.18 -2.19 -1.014
N -1.005 0.143 -0.103 -1.25 2.51 1.32 -0.664
C -1.978 -0.931 -0.065 0.59 1.58 -1.72 -0.407
C 0.313 0.021 0.269 0.35 -1.47 -0.29 0.884
H -2.423 -0.923 0.876 -0.77 -0.69 1.90 0.166
H 2.419 0.816 0.832 0.42 0.02 0.70 0.502
H -2.771 -0.607 -0.760 0.18 -0.77 -0.12 0.176
H 1.627 -2.616 -2.516 0.53 -0.13 -0.10 0.452
H -1.469 -1.835 -0.323 -0.14 -0.72 -0.18 0.223
H -1.350 0.964 0.437 -0.09 -0.92 -1.33 0.375
H 0.617 -1.980 -1.690 -0.49 2.56 4.12 0.495
H -0.606 2.368 1.189 -0.17 0.48 -0.31 0.511
H 3.486 -0.241 0.484 -0.27 2.14 1.78 0.451
H -1.109 3.839 0.881 -0.57 -2.07 0.31 0.465
```
Forces are in eV/Å.

Properties
Lowest unoccupied orbital energy = 3.6625 eV
E_HOMO = -5.272 eV
Energy = -13966.199 eV
Net charge = -1
Energy above the lowest of the compared OMol25 structures with the same formula, charge and spin = 63.7 kJ/mol

***

# 2
The following is a DFT calculation (wB97M-V/def2-TZVPD) of C2HLuO2 as an isolated structure.

The geometry in XYZ format:
```
6
Properties=species:S:1:pos:R:3:forces:R:3:lowdin_spin:R:1
Lu -0.355 2.178 0.316 0.35 -1.77 -0.16 0.076
O 1.141 0.461 0.136 -1.46 2.14 0.23 0.198
O -1.833 0.323 0.042 0.82 1.95 0.28 0.012
C 1.049 -0.725 0.012 0.62 -0.86 -0.33 0.608
C -1.809 -0.818 -0.096 -0.44 -1.15 -0.14 0.037
H 1.807 -1.418 -0.410 0.12 -0.31 0.12 0.069
```
Forces are in eV/Å.

Properties
Lowest unoccupied orbital energy (spin up / spin down) = -17.9482 / -17.9760 eV
E_HOMO (spin up / spin down) = -23.987 / -27.069 eV
Energy = -39764.399 eV
Net charge = +3
Multiplicity = 2
Energy above the lowest of the compared OMol25 structures with the same formula, charge and spin = 7.4 kJ/mol
⟨S²⟩ = 0.754

***

# 3
The following is a DFT calculation (wB97M-V/def2-TZVPD) of a 2-piece molecular cluster, C2H5NO3S overall.

The geometry in XYZ format:
```
12
Properties=species:S:1:pos:R:3:forces:R:3:nbo_charge:R:1
S 0.092 0.538 0.324 -1.35 -1.84 0.20 2.101
O -0.657 1.215 -0.694 0.67 1.07 -0.82 -0.964
O -2.503 -0.645 -0.638 -2.47 0.40 0.19 -0.148
O -0.193 0.915 1.691 0.85 -0.42 -0.38 -0.931
N -3.491 -0.513 -0.067 1.34 -0.18 -0.53 0.238
C -0.566 -1.131 0.040 2.06 0.47 -0.95 -0.593
C 1.896 0.736 -0.010 -1.98 0.24 -0.58 -0.841
H -0.507 -1.698 -0.895 0.44 1.20 -0.31 0.200
H 2.530 0.290 0.725 0.20 0.33 0.70 0.248
H -0.640 -1.880 0.749 -0.14 -0.73 2.38 0.190
H 1.889 1.793 -0.248 0.50 0.55 1.02 0.260
H 2.148 0.379 -0.977 -0.13 -1.11 -0.93 0.240
```
Forces are in eV/Å.

Properties
Lowest unoccupied orbital energy (spin up / spin down) = -0.0490 / -0.4441 eV
E_HOMO (spin up / spin down) = -9.023 / -8.878 eV
Energy = -20616.719 eV
Net charge = 0
Energy above the lowest of the compared OMol25 structures with the same formula, charge and spin = 657.6 kJ/mol

***

# 4
The following is a DFT calculation (wB97M-V/def2-TZVPD) of an isolated ion of composition C10H11N2OS2 and charge -1.

The geometry in XYZ format:
```
26
Properties=species:S:1:pos:R:3:forces:R:3:nbo_charge:R:1
S 0.535 -0.504 -2.780 -0.12 -0.33 -0.07 -0.220
S 0.214 1.773 -0.967 0.80 2.59 -0.54 0.027
O -1.306 0.499 0.664 0.91 -0.76 1.09 -0.649
N -1.267 1.418 -3.132 -0.16 0.26 0.66 -0.452
N 1.078 0.456 1.056 0.34 -0.98 0.26 -0.654
C 2.458 -1.182 4.010 -0.27 -0.39 -0.85 -0.217
C -0.232 0.913 -2.378 -0.71 -0.68 -0.36 -0.068
C -1.881 2.715 -2.813 0.16 0.06 -0.09 -0.415
C 1.723 -2.381 3.996 -0.18 0.40 0.14 -0.297
C 0.930 -2.721 2.899 0.58 -0.09 -0.24 -0.204
C 0.863 -1.887 1.788 0.10 0.53 0.38 -0.281
C -2.152 0.484 -3.801 0.02 -0.03 -0.47 -0.405
C -0.096 0.649 0.560 -0.46 -0.35 -1.06 0.649
C 1.440 -0.592 1.878 -0.15 0.75 0.93 0.221
C 2.390 -0.307 2.931 -0.67 -0.59 -0.45 -0.263
H 0.336 -2.191 0.880 -0.11 0.35 0.39 0.224
H -2.730 2.797 -3.505 0.08 0.21 0.45 0.184
H -2.187 2.803 -1.749 0.10 -0.10 -0.68 0.225
H 3.036 0.585 2.881 -0.76 -0.31 0.03 0.212
H -1.190 3.544 -3.059 -0.23 -0.42 0.32 0.200
H 0.370 -3.660 2.886 0.27 0.18 0.04 0.197
H -2.809 1.052 -4.455 -0.06 -0.04 -0.09 0.180
H 1.759 -3.028 4.858 -0.02 -0.14 0.14 0.191
H 3.066 -0.937 4.868 0.21 -0.04 0.07 0.194
H -1.569 -0.194 -4.408 0.05 -0.22 -0.03 0.230
H -2.779 -0.102 -3.109 0.28 0.15 0.04 0.191
```
Forces are in eV/Å.

Properties
Lowest unoccupied orbital energy = 3.2069 eV
E_HOMO = -3.785 eV
Energy = -37246.973 eV
Net charge = -1
SMILES = CN(C)C(=S)S/C([O-])=N/c1ccccc1